1.
Here is a cluster of 16 separate species, C4H41N2O15 in total in a non-equilibrium geometry from the OMol25 dataset. Energies are from ωB97M-V with the def2-TZVPD basis set.

XYZ file:
```
62
C4H41N2O15 (ωB97M-V with the def2-TZVPD basis set)
C -1.67 4.38 1.29
C -2.83 3.53 0.73
C -2.44 2.06 0.63
N 0.12 1.11 -0.02
C -0.63 1.44 -1.06
N -1.89 1.96 -0.78
H -1.91 4.71 2.35
H -0.86 3.90 1.03
H -1.59 5.34 0.85
H -3.24 3.85 -0.22
H -3.81 3.62 1.46
H -3.37 1.48 0.82
H -1.60 1.70 1.29
H 1.08 0.64 -0.06
H -0.30 0.97 0.95
H -0.47 1.42 -2.13
H -2.66 2.01 -1.37
H -4.32 2.12 -3.26
H -3.69 0.81 -3.26
O -3.53 1.72 -2.96
H -0.45 0.39 -3.26
H -1.06 -0.17 -4.49
O -0.71 0.62 -4.15
H 2.37 -4.46 1.24
H 1.01 -4.51 1.68
O 1.87 -4.08 1.89
H -5.44 -0.20 -0.34
H -4.86 -1.66 -0.37
O -4.64 -0.77 -0.14
H -0.21 -1.15 -1.51
H 1.38 -1.26 -1.26
O 0.69 -0.78 -1.72
H 1.37 -0.20 -5.02
H 1.13 -1.40 -4.06
O 1.39 -1.19 -4.88
H -2.68 -0.87 -0.09
H -1.29 -1.27 0.91
O -1.77 -0.82 0.25
H 3.48 -1.15 -0.01
H 3.00 -2.55 0.50
O 2.71 -1.61 0.40
H 1.28 -3.51 4.62
H 2.21 -2.62 4.04
O 1.86 -2.79 4.92
H 2.06 0.83 2.77
H 2.22 -0.45 2.07
O 1.56 0.37 2.17
H 1.28 3.40 -0.58
H 1.00 4.64 0.17
O 0.88 4.23 -0.72
H 2.37 -4.97 -1.03
H 3.86 -4.38 -0.88
O 3.12 -4.81 -0.47
H 3.34 -2.68 -2.86
H 2.44 -3.89 -3.10
O 2.57 -3.11 -2.59
H -0.19 0.95 2.48
H -0.58 0.54 3.88
O -0.97 0.84 3.09
H 4.35 -0.48 2.71
H 3.97 -1.03 4.19
O 3.72 -0.81 3.24
```

HOMO energy = -12.7 eV
Relative energy (zero: lowest compared OMol25 entry of this formula, charge and spin) = 155.21 kcal per mole
Electronic energy = -38497.317 eV
LUMO = -2.66 eV
Total charge = +1
Spin multiplicity = 1
Gap between HOMO and LUMO = 10.05 eV

***

2.
Here is a cluster of 6 separate species, C6H24NO6 in total in a non-equilibrium geometry from the OMol25 dataset. Energies are from ωB97M-V with the def2-TZVPD basis set.

XYZ file:
```
37
C6H24NO6 (ωB97M-V with the def2-TZVPD basis set)
C -0.48 -2.06 0.70
C 0.43 -3.12 1.26
C -0.18 -0.57 0.87
N 0.65 -0.12 -0.32
C 0.89 -0.62 -2.71
C -0.09 -0.06 -1.58
C -0.31 1.39 -2.15
O -0.20 2.41 -1.16
H -0.66 -2.30 -0.36
H -1.48 -2.22 1.15
H 0.48 -2.97 2.37
H 1.43 -3.14 0.87
H -0.07 -4.08 1.13
H 0.31 -0.46 1.84
H -1.05 0.08 0.84
H 0.91 0.86 -0.14
H 1.70 0.10 -2.84
H 0.40 -0.68 -3.68
H 1.30 -1.59 -2.41
H -1.05 -0.60 -1.34
H -1.10 1.38 -2.91
H 0.54 1.67 -2.77
H 2.89 -1.86 1.42
H 4.07 -2.39 0.70
O 3.73 -2.30 1.59
H -0.83 2.37 -0.29
H -1.48 3.49 1.19
O -1.59 2.56 0.97
H 2.71 -1.07 -0.45
H 3.58 -0.39 -1.16
O 3.56 -1.31 -0.86
H -1.88 1.57 2.49
H -3.35 1.26 2.51
O -2.54 1.01 2.97
H -2.89 2.49 0.40
H -3.91 2.07 -0.90
O -3.87 2.47 -0.03
```

HOMO energy = -5.8 eV
Relative energy (zero: lowest compared OMol25 entry of this formula, charge and spin) = 35.23 kcal per mole
Electronic energy = -20387.001 eV
LUMO = 3.16 eV
Total charge = -1
Spin multiplicity = 1
Gap between HOMO and LUMO = 8.99 eV

***

3.
Here is a cluster of 2 separate species, C4H8N2O in total in a non-equilibrium geometry from the OMol25 dataset. Energies are from ωB97M-V with the def2-TZVPD basis set.

XYZ file:
```
15
C4H8N2O (ωB97M-V with the def2-TZVPD basis set)
N -1.85 -0.26 -1.31
C -0.81 0.57 -0.95
O -0.87 1.77 -0.83
H -2.61 0.20 -1.79
H -1.66 -1.22 -1.55
H 0.28 0.05 -1.19
C 1.62 0.03 0.13
C 0.44 0.05 1.17
C -0.11 -1.11 1.55
N 2.21 1.11 -0.25
H 1.55 1.89 -0.37
H 2.27 -0.84 0.29
H 0.28 0.97 1.73
H 0.06 -2.03 0.99
H -0.81 -1.18 2.37
```

HOMO energy = -9.4 eV
Relative energy (zero: lowest compared OMol25 entry of this formula, charge and spin) = 84.09 kcal per mole
SMILES string = [H]/N=C\C=C.NC=O
Electronic energy = -9302.747 eV
LUMO = 0.60 eV
Spin multiplicity = 1
Gap between HOMO and LUMO = 10.03 eV

***

Q: Look up the electronic energy of the second one.
A: -20387.001 eV